55
Properties=species:S:1:pos:R:3:forces:R:3:lowdin_spin:R:1 method="wB97M-V/def2-TZVPD" max_force_ev_per_a=0.7 relative_energy_kcal_mol=5.5 multiplicity=3 molar_mass_g_mol=551.432 orbital_gap_ha="0.162 / 0.220" total_charge=-2 e_lumo_ev="4.5 / 4.5"
Ti -0.68178 -0.23425 0.37899 0.22 -0.23 -0.62 1.20
O -6.04801 -0.88665 2.43330 -0.10 0.08 -0.08 0.00
C -6.07525 -1.25993 1.15996 0.37 -0.58 0.29 0.01
O -7.09028 -1.69947 0.65161 -0.17 0.22 -0.13 0.01
C -4.78417 -1.22037 0.44620 -0.14 0.08 0.02 0.03
C -4.57966 -1.63361 -0.84370 -0.01 -0.03 -0.13 0.02
N -3.27693 -1.45609 -1.14950 0.14 0.08 0.10 0.10
N -2.58243 -0.92852 -0.09983 -0.27 -0.01 0.06 0.15
C -3.50001 -0.80308 0.91104 -0.14 0.04 -0.28 0.18
C -2.98151 -0.29646 2.13806 0.37 0.04 0.03 0.12
O -3.68973 -0.10960 3.16059 -0.09 -0.04 0.07 0.12
O -1.69031 -0.07723 2.06624 -0.47 -0.04 0.55 0.02
H -5.11808 -0.59685 2.74995 0.04 0.16 -0.03 0.00
H -5.28045 -2.04553 -1.55086 -0.01 0.02 0.02 0.00
H -2.74171 -1.68966 -1.97225 -0.03 -0.03 -0.02 0.00
C 3.33827 -0.60693 0.61040 0.07 -0.01 0.01 0.00
Si 1.79801 0.38233 1.15254 -0.06 0.10 -0.07 0.00
C 2.08339 0.61672 3.03113 0.12 0.02 0.05 0.00
C 2.13273 2.15467 0.46344 0.14 0.07 0.06 0.00
C 3.37408 2.76090 0.71062 -0.03 -0.03 0.00 0.00
C 3.67184 4.04609 0.28600 -0.02 0.01 -0.01 0.00
C 2.70964 4.77116 -0.40943 0.02 -0.02 0.02 0.00
C 1.47919 4.18746 -0.66557 -0.05 -0.02 -0.02 0.00
C 1.16094 2.88657 -0.24777 0.04 0.08 -0.05 0.00
Si -0.56531 2.14469 -0.67950 0.14 -0.10 0.06 0.01
C -1.79793 3.46231 -0.05637 -0.03 0.11 -0.01 0.00
C -0.66397 2.36791 -2.57410 -0.04 0.10 -0.06 0.00
H 4.27086 -0.10362 0.89356 0.00 -0.03 -0.02 0.00
H 3.33686 -0.75524 -0.47286 0.00 0.01 0.01 0.00
H 3.33434 -1.59819 1.07475 0.01 0.01 -0.01 0.00
H 3.02260 1.14570 3.23612 -0.02 -0.02 0.04 0.00
H 2.12223 -0.35495 3.53459 0.00 0.01 -0.01 0.00
H 1.26260 1.18212 3.47882 0.01 0.01 -0.01 0.00
H 4.13277 2.20650 1.25843 0.00 0.01 -0.01 0.00
H 4.64394 4.48220 0.49544 0.00 0.00 0.00 0.00
H 2.91980 5.78084 -0.74896 0.00 0.00 0.00 0.00
H 0.73558 4.76275 -1.21302 0.02 0.00 0.00 0.00
H -1.57120 4.45430 -0.46697 -0.03 0.00 0.02 0.00
H -1.79137 3.53254 1.03406 0.03 -0.02 -0.01 0.00
H -2.81509 3.19485 -0.35939 0.01 0.00 0.00 0.00
H -0.32840 3.37053 -2.86701 -0.02 -0.02 -0.03 0.00
H -1.69885 2.24821 -2.91226 0.02 -0.03 0.00 0.00
H -0.05163 1.63263 -3.10049 0.02 0.00 0.03 0.00
Se 0.08825 -1.35380 -1.98285 -0.04 0.01 0.22 0.01
C 0.99291 -2.97527 -1.53605 0.08 -0.13 -0.02 0.01
C 1.13692 -3.42181 -0.21924 -0.04 0.06 0.02 0.01
C 1.81324 -4.59389 0.08236 0.03 -0.04 -0.03 0.00
C 2.37137 -5.36969 -0.92680 -0.03 0.05 0.02 0.00
C 2.23763 -4.94352 -2.24290 0.02 -0.02 0.04 0.00
C 1.56217 -3.76874 -2.53849 -0.01 0.02 -0.08 0.00
H 0.72170 -2.82889 0.58760 -0.01 0.03 0.01 0.01
H 1.90747 -4.89907 1.11880 0.00 0.00 -0.01 0.00
H 2.90223 -6.28461 -0.69105 0.00 0.00 -0.01 0.00
H 2.66843 -5.53093 -3.04730 -0.01 0.01 -0.01 0.00
H 1.47204 -3.44753 -3.57006 -0.01 0.01 0.01 0.00

=====

56
Properties=species:S:1:pos:R:3:forces:R:3:lowdin_charge:R:1 method="wB97M-V/def2-TZVPD" max_force_ev_per_a=1.1 relative_energy_kcal_mol=49.4 molar_mass_g_mol=464.496 orbital_gap_ha=0.333 smiles="COc1cc(S(=O)(=O)N2CCOCC2)ccc1NC(=O)COC(=O)COc1ccccc1" e_lumo_ev=0.3
C -0.42282 2.14386 -1.90646 0.03 0.24 -0.12 -0.06
H 0.63074 2.18358 -2.19712 -0.03 -0.02 0.01 0.10
O -0.67636 1.06048 -1.03911 -0.07 -0.45 0.20 -0.09
C -0.44601 -0.20363 -1.49782 0.10 -0.26 -0.09 -0.19
C 0.03015 -0.51841 -2.75909 -0.14 0.34 0.16 -0.01
C 0.21361 -1.84654 -3.10644 0.11 -0.26 -0.62 -0.27
C -0.07771 -2.87157 -2.23376 -0.01 0.04 -0.15 -0.06
C -0.55069 -2.57019 -0.96527 0.03 0.00 0.02 0.03
C -0.72948 -1.24719 -0.58708 0.07 -0.03 -0.17 -0.12
N -1.20303 -0.86016 0.66428 0.10 0.65 -0.29 0.17
C -1.63152 -1.63449 1.68865 -0.14 0.46 0.33 -0.42
O -1.62155 -2.84184 1.72348 -0.04 -0.21 0.10 0.09
C -2.16037 -0.82017 2.87680 -0.30 -0.62 0.22 -0.04
H -1.54022 -1.03263 3.75201 -0.05 0.04 -0.16 0.15
H -3.18936 -1.13926 3.07996 0.26 0.00 -0.07 0.14
O -2.12369 0.58047 2.64922 0.43 0.02 -0.08 0.00
C -3.28400 1.22277 2.48077 -0.32 0.18 -0.05 -0.48
O -4.36749 0.70987 2.52396 0.06 0.12 -0.05 0.14
C -3.04700 2.70281 2.19262 -0.16 0.00 0.02 -0.09
O -1.78013 3.16418 2.56902 0.15 0.06 0.09 -0.03
C -1.45809 3.16181 3.90334 0.15 0.11 0.14 -0.26
C -0.17612 3.61142 4.21389 -0.15 -0.04 -0.19 -0.01
C 0.24634 3.65296 5.52677 -0.02 0.00 -0.06 -0.08
C -0.60041 3.24812 6.54694 -0.04 -0.03 0.16 -0.10
C -1.87170 2.80223 6.23878 0.09 0.02 0.09 -0.08
C -2.30770 2.75561 4.92400 -0.15 -0.01 -0.32 -0.02
H -3.30510 2.39829 4.71624 -0.10 0.00 -0.01 0.11
H -2.53969 2.48289 7.02488 -0.05 -0.02 0.06 0.11
H -0.26987 3.27920 7.57367 0.03 0.00 0.09 0.10
H 1.24175 4.00257 5.75603 0.08 0.03 0.00 0.10
H 0.46837 3.92255 3.40716 0.08 0.04 -0.10 0.12
H -3.85851 3.28421 2.65052 0.11 -0.17 -0.05 0.15
H -3.10009 2.83925 1.10668 -0.07 -0.06 0.16 0.15
H -1.23620 0.14517 0.79558 -0.04 -0.24 0.10 0.14
H -0.79005 -3.35154 -0.26332 -0.01 -0.01 0.01 0.11
H 0.04943 -3.89207 -2.55540 -0.02 -0.17 0.02 0.12
S 0.87018 -2.20352 -4.73805 0.30 0.00 -0.05 0.67
O 0.57575 -1.08250 -5.58206 0.05 0.19 0.24 -0.28
O 0.44120 -3.51359 -5.12115 0.02 -0.15 0.32 -0.27
N 2.52416 -2.26614 -4.60570 -1.02 0.00 -0.28 -0.23
C 3.25383 -1.03325 -4.43286 0.19 0.53 0.32 -0.16
H 2.63992 -0.23301 -4.84398 0.21 0.14 0.00 0.12
C 3.58751 -0.79442 -2.95596 -0.08 0.15 -0.20 -0.18
H 4.26864 0.05122 -2.84550 -0.12 0.02 -0.03 0.13
O 4.25684 -1.90648 -2.40374 0.23 -0.02 -0.02 -0.12
C 3.47355 -3.07860 -2.49171 -0.11 -0.21 -0.12 -0.18
H 4.07694 -3.87477 -2.05324 -0.12 -0.02 -0.02 0.13
C 3.12707 -3.40224 -3.94959 0.15 -0.37 0.50 -0.16
H 2.42260 -4.22965 -4.02049 0.19 -0.15 0.05 0.12
H 4.04414 -3.66019 -4.49140 -0.10 -0.02 0.02 0.13
H 2.55170 -2.95287 -1.90305 0.15 -0.04 -0.04 0.11
H 2.66432 -0.59892 -2.38747 0.14 0.02 -0.05 0.11
H 4.18520 -1.10477 -5.00596 -0.09 0.03 0.01 0.13
H 0.24257 0.23098 -3.50324 -0.02 0.21 -0.01 0.11
H -1.04712 2.09120 -2.80249 0.02 -0.02 0.03 0.10
H -0.67442 3.03691 -1.33667 0.04 -0.03 -0.10 0.10